Record 1
A 2-piece molecular cluster, C4H11N3O2 overall at a distorted geometry, computed with wB97M-V/def2-TZVPD.

Cartesian coordinates (Å):
C -0.22 3.19 -1.13
C 0.18 1.81 -1.57
O -0.78 0.90 -1.23
O 1.24 1.54 -2.02
H 0.34 3.96 -1.67
H -0.13 3.36 -0.05
H -1.24 3.35 -1.50
C -0.39 -1.72 -0.71
C 0.04 -1.36 1.68
N -0.22 -2.26 0.63
N -0.07 -1.97 2.92
N 0.49 -0.19 1.36
H 0.35 -3.11 0.62
H -1.35 -1.30 -0.92
H -0.02 -2.46 -1.42
H -0.70 -2.75 2.77
H -0.24 -1.40 3.73
H -1.04 0.61 -0.36
H 0.64 0.35 2.21
H 0.46 -1.06 -1.03

Properties
* relative energy (zero: lowest compared OMol25 entry of this formula, charge and spin): 310.0 kJ/mol
* total charge: +1
* <S²>: 0.780
* 2S+1: 2
* gap between HOMO and LUMO (alpha / beta): 0.363 / 0.172 Ha
* lowest unoccupied orbital energy (alpha / beta): -3.682 / -8.869 eV

Quick look at the Mulliken charges, all values in e: C -0.874; C 0.641; O -0.519; O -0.475; H 0.317; H 0.238; H 0.316; C -0.919; C 0.500; N -0.072; N -0.434; N -0.372; H 0.342; H 0.393; H 0.396; H 0.263; H 0.297; H 0.322; H 0.233; H 0.410

=====

Record 2
A 5-piece molecular cluster, C28H61BF4N3O3 overall at a distorted geometry, computed with wB97M-V/def2-TZVPD.

Cartesian coordinates (Å):
C 11.97 -30.21 16.08
C 11.03 -29.24 15.46
C 9.66 -28.99 16.28
N 8.61 -28.07 15.50
C 7.36 -28.04 16.42
C 6.14 -27.37 15.72
C 5.81 -28.00 14.38
C 7.06 -28.06 13.49
C 8.33 -28.62 14.11
C 9.24 -26.66 15.36
H 12.97 -30.23 15.63
H 11.58 -31.18 15.77
H 11.89 -30.15 17.16
H 10.79 -29.54 14.44
H 11.56 -28.29 15.47
H 9.79 -28.59 17.28
H 9.21 -29.99 16.37
H 7.24 -29.10 16.66
H 7.64 -27.56 17.35
H 5.27 -27.45 16.37
H 6.42 -26.32 15.57
H 5.49 -29.00 14.68
H 4.99 -27.51 13.87
H 6.84 -28.65 12.60
H 7.28 -27.04 13.16
H 8.01 -29.64 14.36
H 9.16 -28.63 13.40
H 9.22 -26.25 16.37
H 8.61 -26.01 14.75
H 10.29 -26.77 15.10
C 3.20 -31.13 4.31
C 4.28 -30.42 5.20
C 3.61 -29.58 6.29
N 4.55 -28.66 7.21
C 3.62 -27.70 8.02
C 4.51 -26.95 9.09
C 5.31 -27.91 10.07
C 6.22 -28.83 9.23
C 5.32 -29.63 8.19
C 5.54 -27.88 6.35
H 2.89 -30.57 3.43
H 2.25 -31.36 4.80
H 3.60 -32.10 3.99
H 4.88 -29.81 4.52
H 5.02 -31.15 5.52
H 3.03 -30.16 7.00
H 3.00 -28.77 5.89
H 2.76 -28.22 8.44
H 3.23 -26.98 7.30
H 3.84 -26.44 9.78
H 5.11 -26.11 8.76
H 4.53 -28.48 10.58
H 5.88 -27.34 10.81
H 6.82 -29.49 9.86
H 6.85 -28.16 8.64
H 4.58 -30.23 8.72
H 5.98 -30.33 7.67
H 5.03 -27.23 5.63
H 6.20 -28.51 5.75
H 6.11 -27.19 6.96
C 13.55 -25.82 3.50
C 12.96 -25.55 4.95
C 11.93 -26.58 5.33
N 11.72 -26.83 6.84
C 11.36 -25.60 7.62
C 10.03 -24.98 7.14
C 8.87 -25.93 7.08
C 9.23 -27.39 6.59
C 10.62 -27.88 6.94
C 12.99 -27.36 7.60
H 12.80 -25.82 2.71
H 14.09 -26.76 3.46
H 14.28 -25.07 3.18
H 12.43 -24.60 5.03
H 13.76 -25.42 5.68
H 12.17 -27.56 4.92
H 10.95 -26.30 4.92
H 12.19 -24.92 7.46
H 11.24 -25.83 8.68
H 10.08 -24.29 6.30
H 9.71 -24.34 7.96
H 8.05 -25.46 6.53
H 8.45 -26.04 8.08
H 9.05 -27.39 5.52
H 8.51 -28.15 6.89
H 10.99 -28.71 6.34
H 10.51 -28.10 8.00
H 12.71 -27.53 8.64
H 13.81 -26.64 7.60
H 13.26 -28.33 7.21
B 14.15 -25.07 10.90
F 15.19 -25.69 10.22
F 13.30 -26.01 11.55
F 14.68 -24.23 11.93
F 13.43 -24.25 10.08
O 10.77 -27.63 10.82
C 9.59 -27.09 11.14
O 8.56 -27.43 10.52
O 9.54 -26.19 11.99
H 11.26 -27.00 11.35

Properties
* relative energy (zero: lowest compared OMol25 entry of this formula, charge and spin): 13.7 kJ/mol
* total charge: +1
* gap between HOMO and LUMO: 0.263 Ha
* lowest unoccupied orbital energy: -2.243 eV

Here are the Mulliken charges for atoms 1 to 99, given in e: C -1.498; C 0.053; C -0.718; N 0.387; C -0.750; C -0.710; C -0.998; C 0.122; C -0.912; C -0.899; H 0.394; H 0.356; H 0.347; H 0.238; H 0.288; H 0.494; H 0.317; H 0.444; H 0.433; H 0.433; H 0.342; H 0.370; H 0.370; H -0.037; H 0.381; H 0.424; H 0.209; H 0.359; H 0.352; H 0.318; C -1.339; C -0.260; C -0.750; N 0.421; C -0.650; C -1.111; C -0.447; C 0.357; C -1.044; C -1.100; H 0.355; H 0.371; H 0.358; H 0.287; H 0.400; H 0.444; H 0.367; H 0.388; H 0.423; H 0.540; H 0.320; H 0.411; H 0.217; H 0.843; H -0.703; H 0.401; H 0.440; H 0.348; H 0.381; H 0.367; C -1.377; C -0.685; C -0.631; N 0.249; C -0.404; C -1.369; C -0.243; C -0.091; C -1.254; C -0.857; H 0.342; H 0.358; H 0.398; H 0.379; H 0.390; H 0.488; H 0.391; H 0.571; H 0.265; H 0.330; H 0.555; H 0.525; H 0.104; H 0.437; H 0.178; H 0.495; H 0.348; H 0.304; H 0.445; H 0.332; B 0.499; F -0.380; F -0.375; F -0.393; F -0.358; O -0.432; C 0.848; O -0.844; O -0.713

=====

Record 3
One molecule with the formula C5H7NO, computed with wB97M-V/def2-TZVPD.

Cartesian coordinates (Å):
O -2.73 -0.42 -0.87
C -2.27 0.46 -0.17
N -1.03 0.47 0.39
C -0.24 -0.72 0.57
C 0.90 -0.88 -0.43
C 1.85 0.24 -0.35
C 2.60 1.18 -0.24
H -2.85 1.34 0.16
H -0.65 1.36 0.70
H -0.93 -1.57 0.49
H 0.17 -0.71 1.59
H 1.43 -1.82 -0.22
H 0.48 -0.94 -1.44
H 3.27 2.01 -0.18

Properties
* relative energy (zero: lowest compared OMol25 entry of this formula, charge and spin): 176.3 kJ/mol
* gap between HOMO and LUMO: 0.394 Ha
* lowest unoccupied orbital energy: 0.876 eV
* SMILES: C#CCCNC=O

Quick look at the Mulliken charges, all values in e: O -0.539; C -0.006; N -0.090; C -0.723; C -0.530; C -0.477; C 0.157; H 0.330; H 0.258; H 0.346; H 0.325; H 0.291; H 0.258; H 0.401

=====

Record 4
C23H19AuF9N2OSe3 as an isolated structure at a distorted geometry, computed with wB97M-V/def2-TZVPD.

Cartesian coordinates (Å):
Au -0.55 1.21 1.70
Se -2.52 3.21 3.02
Se -3.81 1.33 2.71
C -2.74 -0.14 3.39
C -3.35 -1.01 4.28
C -2.63 -2.10 4.74
C -1.32 -2.29 4.30
C -0.79 -1.38 3.40
N -1.49 -0.33 2.96
C -1.99 3.76 1.23
C -2.50 4.92 0.68
C -2.00 5.35 -0.54
C -1.01 4.60 -1.17
C -0.58 3.43 -0.56
N -1.06 3.03 0.62
H -4.36 -0.83 4.61
H -3.08 -2.79 5.43
H -0.73 -3.13 4.65
H 0.21 -1.48 3.01
H -3.27 5.48 1.20
H -2.37 6.26 -0.99
H -0.59 4.92 -2.10
H 0.19 2.80 -1.00
F 1.59 1.08 3.94
C 2.67 0.46 3.42
F 2.60 -0.82 3.81
F 3.74 1.01 3.99
C 2.66 0.56 1.85
O 1.48 0.16 1.32
C 3.79 -0.36 1.29
F 4.98 -0.11 1.84
F 3.90 -0.22 -0.04
F 3.49 -1.65 1.52
C 2.99 2.04 1.44
F 4.19 2.47 1.82
F 2.90 2.18 0.11
F 2.08 2.89 1.98
C -0.14 -3.57 -6.02
C -0.10 -2.82 -4.73
C -0.79 -3.30 -3.60
C -0.74 -2.64 -2.39
C -1.52 -3.18 -1.22
C 0.05 -1.45 -2.29
Se 0.31 -0.66 -0.64
C 0.71 -0.92 -3.46
C 1.52 0.35 -3.45
C 0.63 -1.63 -4.63
H -0.77 -4.45 -5.95
H 0.86 -3.87 -6.30
H -0.52 -2.92 -6.82
H -1.37 -4.21 -3.69
H -2.03 -4.10 -1.49
H -2.26 -2.46 -0.90
H -0.86 -3.37 -0.38
H 1.47 0.85 -2.49
H 1.15 1.02 -4.22
H 2.56 0.13 -3.67
H 1.15 -1.26 -5.51

Properties
* relative energy (zero: lowest compared OMol25 entry of this formula, charge and spin): 191.3 kJ/mol
* total charge: +1
* gap between HOMO and LUMO (alpha / beta): 0.181 / 0.181 Ha
* lowest unoccupied orbital energy (alpha / beta): -6.039 / -6.039 eV

Quick look at the Mulliken charges, all values in e: Au 0.746; Se -0.113; Se 0.009; C 0.352; C -0.737; C -0.210; C -1.075; C -0.140; N -0.074; C 0.296; C -0.631; C -0.221; C -0.854; C 0.056; N -0.218; H 0.425; H 0.413; H 0.452; H 0.534; H 0.462; H 0.415; H 0.420; H 0.347; F -0.223; C 0.557; F -0.242; F -0.238; C 0.701; O 0.205; C 0.248; F -0.235; F -0.226; F -0.235; C 0.314; F -0.247; F -0.241; F -0.259; C -1.473; C 0.873; C -1.004; C 0.878; C -1.592; C 0.052; Se 0.296; C 0.713; C -1.280; C -0.761; H 0.360; H 0.361; H 0.372; H 0.304; H 0.406; H 0.341; H 0.360; H -0.046; H 0.419; H 0.384; H 0.503

=====

Which of these has the highest relative energy (zero: lowest compared OMol25 entry of this formula, charge and spin)?
C4H11N3O2

=====

Which of these has the highest relative energy (zero: lowest compared OMol25 entry of this formula, charge and spin)?
C4H11N3O2

=====

What is the formula in the fourth record?
C23H19AuF9N2OSe3